1.
3 unconnected molecules or ions with the total composition C3H10O3 in a non-equilibrium geometry. Source: the Open Molecules 2025 dataset; level of theory: wB97M-V/def2-TZVPD.

Geometry as XYZ:
```
16
Properties=species:S:1:pos:R:3
O -1.535 1.743 -0.904
C -0.470 2.389 -1.187
C 0.744 2.275 -0.387
C 0.491 1.309 0.823
H -0.335 3.006 -2.148
H 1.591 2.081 -1.033
H 0.908 3.177 0.077
H -0.029 0.497 0.433
H 1.466 1.087 1.319
H -0.241 1.959 1.370
H 2.039 -6.583 -0.801
H 2.564 -6.451 0.695
O 2.201 -7.136 0.056
H -3.673 0.552 0.107
H -2.427 -0.199 0.652
O -3.295 0.295 0.928
```

Total energy (eV): -9414.112
E_LUMO (Ha): 0.0269
Relative energy (zero: lowest compared OMol25 entry of this formula, charge and spin) (kJ/mol): 137.1
SMILES: CCC=O.O.O
Frontier orbital gap (eV): 11.014

2.
3 unconnected molecules or ions with the total composition C3H10O3S in a non-equilibrium geometry. Source: the Open Molecules 2025 dataset; level of theory: wB97M-V/def2-TZVPD.

Geometry as XYZ:
```
17
Properties=species:S:1:pos:R:3
O -0.305 -2.520 -1.217
C 0.368 -2.048 -0.342
C 0.577 -0.551 -0.215
C -0.442 0.256 -1.044
S -0.194 1.993 -0.511
H 0.781 -2.635 0.532
H 1.611 -0.224 -0.441
H 0.386 -0.388 0.869
H -0.383 0.116 -2.130
H -1.411 -0.070 -0.621
H -0.881 2.619 -1.434
H -2.587 -0.668 2.959
H -3.840 -0.965 2.516
O -2.980 -0.822 2.081
H 3.734 2.332 -0.132
H 2.349 1.909 -0.249
O 3.216 1.665 -0.622
```

Total energy (eV): -20249.974
E_LUMO (Ha): 0.0191
Relative energy (zero: lowest compared OMol25 entry of this formula, charge and spin) (kJ/mol): 76.5
SMILES: O=CCCS.O.O
Frontier orbital gap (eV): 9.812

3.
3 unconnected molecules or ions with the total composition C3H10O3S2 in a non-equilibrium geometry. Source: the Open Molecules 2025 dataset; level of theory: wB97M-V/def2-TZVPD.

Geometry as XYZ:
```
18
Properties=species:S:1:pos:R:3
C 0.575 -1.358 -0.911
C -0.238 -2.611 -1.082
O 0.214 -3.731 -0.931
C 0.001 -0.463 0.167
S 0.789 1.220 0.209
S 2.306 1.322 1.699
H 1.606 -1.611 -0.711
H 0.639 -0.865 -1.884
H -1.247 -2.463 -1.478
H -1.036 -0.215 0.001
H 0.237 -0.883 1.155
H 1.793 1.757 2.895
H -2.550 2.453 0.687
H -2.070 2.098 -0.725
O -2.874 2.165 -0.173
H -3.252 -0.178 -0.596
H -2.633 0.176 -1.948
O -2.596 -0.476 -1.238
```

Multiplicity: 2
Total energy (eV): -31085.476
E_LUMO (alpha / beta) (Ha): 0.1156 / 0.1116
⟨S²⟩: 0.75
Total charge: -1
Frontier orbital gap (alpha / beta) (eV): 3.383 / 7.385

Q: Among the records above, which one has the lowest total energy?
A: C3H10O3S2

Q: The lowest total energy belongs to which entry?
A: C3H10O3S2

Q: Look up the total energy of the first one.
A: -9414.112 eV

Q: total energy of number 3 (C3H10O3S2)?
A: -31085.476 eV